117
Properties=species:S:1:pos:R:3:forces:R:3 method="wB97M-V/def2-TZVPD" charge=+1 e_homo_ev=-9.268 multiplicity=1 homo_lumo_gap_ev=6.3
C 6.333170 -2.936862 0.780353 -1.102 1.073 -0.178
C 7.336859 -1.886769 0.358817 0.259 -0.100 -0.458
C 7.823841 -0.905365 1.390104 1.182 -1.658 0.021
C 7.760720 -1.801442 -0.935209 -0.503 0.114 0.102
C 6.756988 -1.645333 -2.067220 0.279 -1.801 0.436
C 5.765155 -0.502126 -1.816234 -0.092 -0.182 -0.890
C 4.403997 -0.789357 -2.478666 0.306 0.339 0.403
C 4.608700 -0.861052 -3.997723 0.108 -0.669 0.334
C 3.430341 0.319121 -2.058968 0.204 0.338 -0.497
C 2.119284 0.334584 -2.860761 0.409 0.012 0.254
N 0.931691 0.618399 -2.001057 0.076 0.002 0.403
C 0.061271 -0.345150 -1.723435 -0.192 -0.754 -0.358
N 0.191814 -1.580205 -2.338694 -1.200 0.090 -1.773
C -0.230408 -1.478479 -3.779129 0.356 0.192 -0.507
C -0.728777 -2.544007 -1.687342 -0.152 1.177 0.541
C -1.715885 -1.633256 -0.920573 0.389 -0.799 0.298
C -3.133053 -1.521265 -1.447075 0.042 -0.259 -0.513
C -4.010235 -2.798312 -1.306014 0.525 0.289 0.298
C -3.402861 -3.940489 -0.503306 -0.304 -0.161 -0.041
Cl -5.550128 -2.307193 -0.528629 0.361 -0.128 -0.105
N -1.036731 -0.299182 -0.933650 1.084 -0.645 1.510
C -0.980908 0.255813 0.395096 -0.249 1.134 0.131
Cl -2.179057 1.441993 0.741631 -0.171 -0.284 0.006
C -0.090932 -0.125856 1.316301 -0.230 -0.416 -0.421
C 0.939600 -1.198493 1.071650 0.186 0.754 -0.016
Cl -0.105587 0.589838 2.870858 0.084 -0.018 0.009
P 0.780340 2.270768 -1.422378 -0.614 1.281 -0.435
O 2.011401 2.997632 -2.136785 0.085 -0.647 0.399
O 1.173114 2.267941 0.126180 0.329 -0.259 -0.343
S -0.849867 3.093438 -1.861856 -0.125 -0.333 -0.060
H 6.401025 -3.077461 1.859273 0.020 -0.085 0.008
H 5.288698 -2.663085 0.563106 -0.044 -0.017 0.118
H 6.519062 -3.874592 0.264717 0.088 -0.034 0.021
H 7.010108 -0.210019 1.603314 -0.027 -0.011 0.052
H 8.663242 -0.356497 0.964036 0.007 0.184 0.197
H 8.124524 -1.440566 2.294903 -0.083 0.456 0.310
H 8.814837 -1.892170 -1.182496 0.191 1.647 0.115
H 7.312521 -1.498715 -2.991938 -0.107 0.044 -0.085
H 6.195268 -2.585470 -2.195343 -0.120 0.076 -0.132
H 5.651802 -0.279959 -0.755197 0.030 -0.115 0.055
H 6.154160 0.385030 -2.327365 0.053 0.222 0.381
H 4.065831 -1.751367 -2.078436 -0.254 -0.023 -0.193
H 3.698435 -0.756390 -4.585954 0.031 0.186 -0.058
H 5.373545 -0.148286 -4.305050 -0.246 0.235 -0.166
H 5.007591 -1.847337 -4.236559 0.036 0.014 -0.101
H 3.962530 1.257634 -2.241534 -0.066 0.079 0.096
H 3.233032 0.270451 -0.982986 -0.010 -0.167 0.008
H 2.020381 -0.614677 -3.362598 -0.284 -0.160 0.261
H 2.131936 1.097435 -3.634407 0.014 0.028 0.001
H 0.447518 -0.875821 -4.375237 0.068 0.027 0.070
H -1.219677 -1.025242 -3.873562 -0.049 -0.036 0.158
H -0.268065 -2.465213 -4.228823 0.154 -0.110 0.177
H -0.093692 -3.143266 -1.041403 -0.399 -0.336 0.135
H -1.320252 -3.149618 -2.364154 0.560 -0.138 -0.409
H -1.689099 -2.020630 0.095105 -0.364 0.488 0.226
H -3.072018 -1.278201 -2.511144 -0.063 0.143 0.009
H -3.632333 -0.681261 -0.970024 0.086 0.026 0.103
H -4.242101 -3.156235 -2.304931 -0.337 -0.019 0.057
H -4.175247 -4.678476 -0.295701 -0.019 -0.019 -0.042
H -3.015473 -3.617142 0.461227 0.056 0.016 -0.001
H -2.634914 -4.458683 -1.079767 0.152 0.082 0.087
H 0.481455 -2.143544 0.792993 0.056 -0.116 0.112
H 1.563187 -1.307227 1.953292 -0.101 -0.266 0.067
H 1.610237 -0.871013 0.271935 0.022 -0.212 -0.100
H 2.769196 3.073683 -1.542057 0.219 0.208 -0.254
H 2.070545 1.945912 0.297744 -0.053 -0.048 0.254
C 8.073352 -0.941928 8.032583 -0.120 0.187 0.070
O 7.736140 -1.280443 6.671844 1.484 -1.957 1.545
P 6.788669 -2.565203 6.373694 -4.643 2.548 -3.455
O 6.919115 -2.761339 4.915673 0.916 -0.358 0.231
O 5.436756 -1.767361 6.809799 -0.281 -0.256 -0.069
C 4.989866 -0.705157 5.978167 0.155 0.226 0.150
O 6.102012 -3.894028 6.962212 2.547 -0.253 1.657
C 6.871380 -5.118026 6.933733 -0.080 -0.184 -0.088
H 8.600358 0.007278 8.006436 0.011 -0.012 -0.086
H 7.170610 -0.833646 8.636579 -0.017 -0.028 -0.037
H 8.724080 -1.697868 8.470104 0.031 0.028 -0.003
H 5.400847 -0.786737 4.970783 0.004 -0.042 0.000
H 5.281559 0.255626 6.407758 0.004 0.018 -0.034
H 3.902964 -0.755656 5.933666 -0.003 -0.024 0.016
H 7.886315 -4.968633 7.299289 0.007 -0.016 0.009
H 6.900493 -5.505545 5.916901 0.029 0.072 -0.027
H 6.368063 -5.829401 7.581816 -0.056 0.067 0.023
C -2.573466 8.366259 1.865021 -0.130 0.175 0.065
O -2.664675 8.487246 0.433236 0.755 -1.926 0.888
P -3.633680 7.495640 -0.376045 -2.837 2.419 -2.365
O -3.291881 7.625288 -1.796207 0.622 -0.298 0.149
O -5.028115 8.170446 0.048082 -0.097 -0.349 -0.121
C -5.395478 9.404022 -0.574371 0.036 0.226 0.107
O -4.171342 6.029580 -0.059071 1.662 -0.142 1.502
C -3.241697 4.946030 -0.242854 -0.070 -0.073 -0.093
H -1.972785 9.197878 2.221309 0.023 0.015 -0.073
H -3.564177 8.420689 2.319486 -0.006 -0.023 -0.035
H -2.088835 7.430508 2.144229 0.010 0.005 0.005
H -4.861491 9.552166 -1.512251 0.001 -0.069 -0.008
H -5.180536 10.235037 0.098843 0.021 -0.011 0.001
H -6.465157 9.370832 -0.766595 0.000 -0.044 0.009
H -2.272824 5.166741 0.206477 0.035 -0.032 -0.028
H -3.116691 4.750261 -1.305885 0.010 0.098 -0.018
H -3.660313 4.066756 0.240226 -0.098 0.070 0.037
C -11.391328 0.603630 -2.081395 -0.198 -0.014 -0.106
O -10.467836 -0.045581 -2.977095 0.620 0.364 2.114
P -9.977433 -1.536560 -2.646390 -0.887 -2.574 -3.450
O -8.831333 -1.813529 -3.522349 0.352 0.475 0.357
O -11.331568 -2.301062 -3.049815 0.202 -0.258 0.206
C -11.627457 -2.462982 -4.438017 -0.160 0.154 -0.121
O -9.847659 -2.338877 -1.280114 -0.145 2.036 1.028
C -8.731582 -1.990124 -0.434644 0.113 -0.195 -0.066
H -11.687564 1.539119 -2.546405 0.062 -0.007 -0.053
H -12.276747 -0.015328 -1.927639 0.033 -0.030 -0.002
H -10.916702 0.815700 -1.123544 0.001 0.012 -0.003
H -10.732143 -2.365271 -5.051084 0.036 -0.024 0.052
H -12.360575 -1.717131 -4.748517 0.016 0.014 0.009
H -12.052762 -3.454866 -4.571559 0.011 -0.010 0.041
H -8.630333 -0.909149 -0.325261 0.002 0.011 0.000
H -7.818748 -2.401425 -0.867333 -0.428 0.101 0.022
H -8.909321 -2.425195 0.545228 -0.103 -0.047 -0.046

90
Properties=species:S:1:pos:R:3:forces:R:3 method="wB97M-V/def2-TZVPD" e_above_lowest_kj_mol=78.2 e_homo_ev="-7.502 / -8.562" multiplicity=4 s2=3.759 homo_lumo_gap_ev="7.7 / 8.7"
V -0.278482 -0.833058 0.737528 -0.324 -0.397 0.205
O 0.493581 2.295665 1.486870 0.062 0.067 0.027
N 0.135355 2.200073 2.820332 0.013 -0.008 -0.102
C -1.020897 2.674022 3.029529 -0.103 -0.045 0.132
C -1.985483 3.295784 2.091283 0.013 0.031 -0.054
C -2.637311 4.416898 2.611328 0.004 -0.014 0.007
C -3.561541 5.130836 1.872097 -0.009 0.019 0.011
C -3.867192 4.714813 0.586892 0.001 0.005 -0.015
C -3.253563 3.586377 0.070291 0.013 -0.009 0.019
C -2.308304 2.858322 0.795870 -0.002 -0.010 0.010
P -1.619498 1.359249 -0.038114 0.003 -0.091 0.102
C -0.567120 2.063255 -1.354164 0.008 0.003 -0.028
C 0.001759 1.166105 -2.260065 -0.009 0.011 0.001
C 0.822153 1.613423 -3.282422 -0.008 0.000 0.003
C 1.092389 2.970040 -3.407824 -0.001 -0.007 -0.006
C 0.542254 3.866862 -2.505847 0.013 0.013 -0.002
C -0.282951 3.417896 -1.481978 -0.013 -0.005 -0.007
C -3.097107 0.798171 -0.968801 -0.029 0.016 -0.001
C -3.282633 0.986732 -2.335788 -0.003 -0.011 -0.004
C -4.428207 0.511071 -2.962004 0.000 0.004 -0.004
C -5.402843 -0.146900 -2.227771 0.005 0.009 0.008
C -5.230913 -0.330319 -0.861536 -0.005 0.005 -0.019
C -4.084654 0.134420 -0.239900 -0.008 -0.005 0.015
H 1.148529 1.586954 1.345767 0.036 0.039 -0.019
H -1.304894 2.663113 4.078199 -0.007 0.012 -0.019
H -2.397606 4.732478 3.619997 -0.005 -0.003 -0.004
H -4.044342 6.000016 2.299681 0.009 -0.004 -0.003
H -4.589538 5.256348 -0.010151 0.002 -0.011 0.004
H -3.521064 3.254016 -0.924357 -0.006 0.020 0.005
H -0.202503 0.102111 -2.172864 -0.002 -0.005 -0.004
H 1.259626 0.902503 -3.971888 -0.004 0.004 0.004
H 1.742049 3.322746 -4.198672 -0.001 -0.003 0.009
H 0.761991 4.923910 -2.589768 -0.008 -0.004 -0.006
H -0.697435 4.127754 -0.777927 0.008 -0.004 -0.004
H -2.536836 1.508780 -2.921201 0.011 -0.009 -0.004
H -4.555426 0.658572 -4.027046 -0.004 0.005 0.004
H -6.293920 -0.518605 -2.717568 0.005 -0.003 -0.002
H -5.978236 -0.854085 -0.279701 0.005 0.003 0.003
H -3.950662 -0.050171 0.817843 -0.001 0.010 -0.008
O -1.151697 -1.084230 6.976255 -0.018 0.001 0.053
C -0.945985 -0.937123 5.654143 0.024 -0.009 -0.064
C -1.966890 -0.699584 4.742498 -0.049 0.014 0.030
C -1.642541 -0.600759 3.412472 -0.005 -0.010 -0.017
N -0.394723 -0.713084 2.925497 0.001 0.027 0.155
C 0.566778 -0.899880 3.828338 -0.217 0.105 -0.089
Br 2.340527 -0.956122 3.222630 0.191 -0.063 -0.114
C 0.355612 -1.019295 5.184950 0.063 -0.040 0.082
H -2.096766 -1.072712 7.167398 0.024 0.010 -0.017
H -3.001457 -0.621657 5.050834 0.002 -0.017 -0.008
H -2.421543 -0.450908 2.680692 0.001 0.009 -0.010
H 1.178996 -1.182729 5.863087 -0.011 0.001 0.001
C 1.613928 -5.444030 -2.239586 -0.020 -0.006 0.010
C 2.549341 -4.981052 -1.132109 0.001 -0.031 -0.017
N 2.951567 -3.587186 -1.294386 0.041 0.105 0.022
C 4.170972 -3.360731 -2.072375 0.022 -0.035 -0.016
C 5.405859 -3.247734 -1.191086 -0.004 0.004 -0.003
C 2.271908 -2.555527 -0.761184 -0.137 -0.149 0.081
S 0.810974 -2.924869 0.070765 -0.169 0.103 0.053
N 2.847252 -1.362650 -0.975125 0.027 0.188 -0.004
C 2.473974 -0.189585 -0.498371 0.096 -0.073 -0.061
O 1.490499 0.092196 0.254082 0.197 0.127 -0.214
C 3.371055 0.940169 -0.925999 0.036 0.068 0.025
C 3.062211 2.261820 -0.619042 -0.104 -0.068 -0.014
C 3.895893 3.295539 -1.016704 0.014 0.018 -0.010
C 5.048608 3.024605 -1.737242 0.002 -0.007 0.009
C 5.360324 1.710627 -2.062714 0.001 0.009 0.003
C 4.529589 0.678988 -1.659480 0.007 -0.039 0.042
H 1.325975 -6.484354 -2.081552 0.016 0.009 -0.005
H 2.090263 -5.367108 -3.218792 -0.001 0.012 0.007
H 0.710172 -4.834859 -2.241301 0.005 -0.009 -0.007
H 3.465970 -5.574603 -1.129939 -0.005 0.003 -0.005
H 2.078868 -5.105253 -0.160079 -0.008 0.021 0.013
H 4.043988 -2.462105 -2.670329 -0.010 0.006 0.003
H 4.265616 -4.205091 -2.757593 0.001 -0.003 0.006
H 5.309417 -2.391432 -0.523752 0.005 -0.011 0.001
H 6.300117 -3.115320 -1.802584 -0.008 -0.005 0.004
H 5.539008 -4.146477 -0.586117 -0.004 0.009 0.001
H 2.145552 2.498076 -0.102402 -0.006 0.021 0.032
H 3.636079 4.317181 -0.769617 -0.011 -0.009 0.000
H 5.700598 3.832048 -2.046634 -0.008 -0.009 -0.002
H 6.255864 1.490517 -2.630006 -0.004 -0.007 0.008
H 4.768205 -0.346069 -1.902967 0.006 0.010 -0.002
C -2.751980 -4.146991 0.051008 0.002 0.038 0.012
S -2.598383 -3.066724 1.447273 -0.007 -0.058 0.020
O -1.559498 -3.610443 2.294774 0.001 0.029 -0.010
O -3.911360 -2.931977 2.038358 0.011 0.069 -0.019
O -2.172967 -1.758128 0.837769 0.364 0.012 -0.216
H -2.972662 -5.144898 0.423389 -0.030 0.017 0.010
H -1.802881 -4.142615 -0.481683 -0.009 -0.020 -0.012
H -3.558734 -3.782027 -0.581582 0.027 0.002 -0.001

18
Properties=species:S:1:pos:R:3:forces:R:3 method="wB97M-V/def2-TZVPD" e_above_lowest_kj_mol=234.9 smiles="CN(C)CC=O.O" e_homo_ev=-9.256 multiplicity=1 homo_lumo_gap_ev=9.8
C -1.320734 -0.001842 0.750424 1.194 0.200 -0.171
N -0.825914 0.723192 -0.447520 0.998 -0.112 1.184
C -1.627116 0.453358 -1.609167 1.344 -1.285 -0.813
C 0.606019 0.457520 -0.612356 -0.183 2.099 -0.842
C 1.398305 1.097059 0.508136 3.947 -3.297 2.198
O 2.275249 0.493222 1.219603 -3.529 1.714 -2.581
H -1.066072 -1.091229 0.680302 -0.298 0.655 0.300
H -0.942058 0.444167 1.711992 0.010 -0.507 -1.030
H -2.369905 0.159397 0.763560 -1.046 -0.226 0.126
H -2.617764 0.685991 -1.367645 -1.625 0.156 0.231
H -1.558804 -0.603651 -2.007202 -0.122 0.618 0.576
H -1.344586 1.075810 -2.443040 0.280 0.427 -0.203
H 1.018034 1.104084 -1.464149 -0.726 -0.898 0.577
H 0.829263 -0.577714 -0.855618 0.306 -0.381 0.381
H 1.399800 2.165428 0.611363 -0.684 0.809 -0.011
H 1.767343 -1.486521 1.079887 1.081 -2.925 1.406
H 2.475877 -2.596733 2.162809 -1.515 0.874 -2.283
O 1.903063 -2.501535 1.318623 0.569 2.078 0.955

| no. | total energy (Ha) | molar mass (g mol⁻¹) |
| --- | --- | --- |
| 1 | -5504.494410 | 940.15 |
| 2 | -6759.053112 | 860.69 |
| 3 | -364.178712 | 105.14 |